{
  "formula": "C14H21NO4",
  "method": "ωB97M-V/def2-TZVPD",
  "symbols": ["C", "O", "C", "C", "C", "C", "C", "O", "O", "C", "C", "C", "N", "C", "C", "C", "C", "O", "C", "H", "H", "H", "H", "H", "H", "H", "H", "H", "H", "H", "H", "H", "H", "H", "H", "H", "H", "H", "H", "H"],
  "xyz": [[6.498, 0.280, 0.108], [5.506, 1.284, 0.103], [4.185, 0.994, 0.009], [3.360, 2.119, 0.015], [1.990, 2.018, -0.072], [1.402, 0.761, -0.170], [-0.067, 0.664, -0.266], [-0.811, 1.618, -0.265], [-0.498, -0.606, -0.359], [-1.907, -0.794, -0.460], [-2.602, -0.633, 0.890], [-4.120, -0.714, 0.737], [-4.636, 0.194, -0.272], [-6.036, -0.068, -0.531], [-4.422, 1.589, 0.067], [2.210, -0.374, -0.177], [3.590, -0.283, -0.090], [4.409, -1.385, -0.096], [3.824, -2.659, -0.202], [6.387, -0.393, 0.960], [6.490, -0.301, -0.816], [7.442, 0.819, 0.190], [3.844, 3.080, 0.092], [1.363, 2.894, -0.068], [-2.324, -0.069, -1.166], [-2.036, -1.805, -0.850], [-2.316, 0.328, 1.318], [-2.269, -1.418, 1.573], [-4.388, -1.728, 0.426], [-4.584, -0.529, 1.725], [-6.674, 0.101, 0.351], [-6.156, -1.103, -0.851], [-6.377, 0.583, -1.334], [-4.866, 1.858, 1.038], [-3.357, 1.807, 0.090], [-4.876, 2.209, -0.704], [1.729, -1.334, -0.254], [4.658, -3.360, -0.191], [3.163, -2.872, 0.644], [3.269, -2.773, -1.138]],
  "e_lumo_ev": 0.7,
  "e_above_lowest_kcal_mol": 79.4,
  "energy_ev": -24537.9438,
  "orbital_gap_ev": 8.97,
  "homo_ev": -8.245
}